Entry 1:
294
Properties=species:S:1:pos:R:3 method="wB97M-V/def2-TZVPD" gap_ev=9.082 e_lumo_ev=0.2 molar_mass_da=2844.65 spin_multiplicity=1
C 4.488 -3.037 5.531
O 5.419 -3.453 4.519
C 6.443 -4.276 5.100
C 7.590 -4.337 4.106
O 8.359 -3.174 3.915
C 7.677 -2.060 3.255
C 8.170 -0.700 3.620
O 7.727 -0.472 4.926
C 8.099 0.763 5.501
H 3.907 -3.745 6.082
H 3.848 -2.331 5.044
H 5.022 -2.475 6.317
H 6.007 -5.279 5.172
H 6.707 -3.723 6.028
H 7.054 -4.574 3.104
H 8.334 -5.069 4.392
H 6.602 -2.208 3.561
H 7.834 -2.220 2.214
H 7.828 0.149 2.961
H 9.325 -0.696 3.626
H 9.188 0.707 5.591
H 7.654 0.765 6.520
H 7.847 1.649 4.870
C -7.166 -1.417 -4.784
O -7.536 -0.270 -5.565
C -6.661 0.848 -5.322
C -7.239 1.980 -4.507
O -8.085 2.819 -5.334
C -9.170 2.214 -5.860
C -9.945 3.215 -6.695
O -10.350 4.287 -5.823
C -11.005 5.296 -6.511
H -6.129 -1.388 -4.614
H -7.413 -2.320 -5.325
H -7.605 -1.520 -3.771
H -6.403 1.239 -6.307
H -5.725 0.473 -4.822
H -6.523 2.712 -4.097
H -7.872 1.551 -3.700
H -9.849 1.766 -5.130
H -8.860 1.369 -6.471
H -10.886 2.812 -7.089
H -9.397 3.645 -7.625
H -10.329 5.741 -7.315
H -11.303 6.126 -5.876
H -11.883 4.945 -6.953
C 0.725 -7.106 6.212
O 1.447 -7.054 5.017
C 2.460 -6.114 5.077
C 2.997 -6.029 3.642
O 3.243 -7.275 3.093
C 4.360 -7.959 3.656
C 4.883 -9.000 2.713
O 3.868 -10.090 2.507
C 4.393 -11.008 1.581
H 0.192 -6.100 6.290
H 1.368 -7.439 7.112
H -0.082 -7.859 6.082
H 3.250 -6.559 5.659
H 2.122 -5.139 5.366
H 3.904 -5.349 3.650
H 2.281 -5.549 2.977
H 4.059 -8.441 4.548
H 5.193 -7.237 3.822
H 5.779 -9.472 3.146
H 5.099 -8.534 1.718
H 5.316 -11.509 1.916
H 4.536 -10.517 0.617
H 3.642 -11.795 1.542
C 4.196 5.213 -4.874
O 3.765 3.942 -5.103
C 4.214 3.378 -6.319
C 4.109 1.852 -6.237
O 5.109 1.496 -5.275
C 5.244 0.077 -5.049
C 4.796 -0.160 -3.614
O 3.427 -0.018 -3.541
C 2.916 0.452 -2.307
H 3.732 5.633 -3.971
H 3.793 5.881 -5.615
H 5.316 5.331 -4.827
H 5.275 3.609 -6.471
H 3.588 3.703 -7.250
H 4.381 1.482 -7.245
H 3.232 1.360 -5.912
H 6.242 -0.325 -5.162
H 4.645 -0.523 -5.708
H 5.398 0.499 -2.942
H 5.095 -1.180 -3.249
H 3.671 1.071 -1.805
H 2.660 -0.264 -1.514
H 2.069 1.028 -2.663
C 0.693 3.017 4.803
O 1.858 3.576 5.357
C 2.541 4.484 4.533
C 3.575 5.258 5.403
O 4.242 6.293 4.681
C 5.092 7.025 5.566
C 5.728 8.188 4.835
O 6.615 7.550 3.863
C 6.911 8.429 2.775
H -0.204 3.773 4.858
H 0.436 2.111 5.298
H 0.903 2.613 3.741
H 1.869 5.195 4.069
H 2.975 3.960 3.652
H 4.307 4.540 5.828
H 3.025 5.627 6.256
H 5.939 6.394 5.827
H 4.578 7.451 6.475
H 6.262 8.815 5.495
H 4.956 8.840 4.322
H 5.996 8.480 2.248
H 7.638 7.887 2.141
H 7.256 9.445 3.107
C -8.391 3.252 -0.293
O -8.055 4.046 -1.414
C -9.154 4.627 -2.039
C -8.795 5.441 -3.248
O -8.058 6.584 -2.795
C -7.608 7.518 -3.744
C -7.081 7.013 -5.089
O -5.942 6.197 -4.838
C -5.617 5.406 -5.943
H -7.466 2.879 0.128
H -9.004 2.328 -0.487
H -8.916 3.795 0.470
H -9.594 5.358 -1.351
H -9.945 3.897 -2.331
H -9.802 5.734 -3.720
H -8.291 4.870 -3.968
H -6.790 8.083 -3.292
H -8.486 8.217 -3.874
H -6.866 7.957 -5.595
H -7.833 6.544 -5.830
H -4.989 4.555 -5.610
H -4.933 5.949 -6.682
H -6.479 5.077 -6.508
C 2.488 -0.442 2.112
O 2.183 -0.737 0.749
C 1.180 -1.723 0.611
C -0.283 -1.279 1.019
O -0.745 -0.505 -0.079
C -0.355 0.851 0.085
C -1.202 1.809 -0.751
O -0.970 1.536 -2.087
C -1.793 2.274 -2.915
H 3.337 0.224 2.044
H 2.856 -1.356 2.569
H 1.672 -0.001 2.711
H 1.425 -2.644 1.244
H 1.091 -2.069 -0.453
H -0.345 -0.646 1.889
H -0.966 -2.142 1.057
H 0.684 0.799 -0.135
H -0.379 1.151 1.119
H -0.882 2.880 -0.553
H -2.265 1.688 -0.526
H -2.806 2.102 -2.564
H -1.709 1.890 -3.897
H -1.640 3.357 -2.878
C -1.751 0.421 4.451
O -0.430 -0.092 4.338
C -0.143 -1.072 5.267
C 0.152 -2.440 4.577
O -1.007 -2.898 3.936
C -0.940 -4.286 3.548
C -2.306 -4.658 2.959
O -2.478 -4.110 1.655
C -3.674 -4.531 0.973
H -2.395 -0.460 4.294
H -1.919 1.192 3.690
H -1.948 0.853 5.464
H -1.024 -1.307 5.958
H 0.732 -0.649 5.770
H 0.540 -3.093 5.333
H 0.937 -2.263 3.822
H -0.696 -4.969 4.434
H -0.221 -4.462 2.763
H -3.128 -4.384 3.659
H -2.360 -5.751 2.834
H -4.505 -4.394 1.731
H -3.587 -5.547 0.548
H -3.832 -3.877 0.165
C -3.009 -8.833 0.018
O -2.520 -8.192 -1.136
C -3.409 -8.172 -2.246
C -2.878 -7.288 -3.328
O -2.898 -5.923 -2.941
C -2.181 -5.136 -3.902
C -0.664 -5.157 -3.766
O -0.071 -4.347 -2.828
C -0.409 -4.539 -1.466
H -2.403 -8.631 0.862
H -3.040 -9.916 -0.137
H -4.005 -8.511 0.214
H -4.411 -7.843 -1.924
H -3.555 -9.180 -2.662
H -3.419 -7.483 -4.272
H -1.896 -7.639 -3.604
H -2.530 -4.057 -3.750
H -2.428 -5.378 -4.917
H -0.169 -4.943 -4.736
H -0.328 -6.219 -3.606
H 0.541 -4.638 -0.929
H -0.953 -5.431 -1.370
H -1.025 -3.685 -1.098
C 1.439 4.099 -2.440
O 2.395 4.871 -1.747
C 3.509 4.082 -1.259
C 3.147 3.339 0.023
O 2.786 4.213 1.080
C 3.561 5.348 1.359
C 4.948 5.029 1.926
O 5.866 4.460 0.970
C 7.004 5.298 0.646
H 1.153 3.087 -2.014
H 1.743 3.845 -3.421
H 0.436 4.606 -2.546
H 4.314 4.761 -1.052
H 3.824 3.333 -1.935
H 4.013 2.679 0.322
H 2.335 2.680 -0.157
H 2.985 5.811 2.228
H 3.644 6.013 0.539
H 4.808 4.327 2.756
H 5.511 5.928 2.292
H 7.293 5.075 -0.356
H 7.827 5.067 1.370
H 6.704 6.363 0.692
Br -4.287 2.865 2.171
C -5.847 2.983 3.482
C -5.492 2.349 4.808
Br -4.231 3.362 5.922
H -6.666 2.335 2.975
H -6.094 4.042 3.399
H -4.995 1.391 4.657
H -6.465 2.214 5.314
Br 2.329 -8.625 -1.774
C 0.826 -8.695 -0.473
C 1.246 -7.809 0.652
Br 0.041 -7.910 2.182
H 0.841 -9.718 -0.030
H -0.122 -8.454 -0.960
H 1.398 -6.764 0.376
H 2.132 -8.264 1.124
Br -4.400 4.374 -1.852
C -5.126 6.071 -1.324
C -5.765 5.945 0.021
Br -6.181 7.742 0.666
H -5.944 6.224 -1.999
H -4.217 6.707 -1.420
H -5.074 5.509 0.751
H -6.666 5.363 0.082
Br 0.137 -1.484 -6.279
C -0.012 -0.624 -4.482
C -1.166 -1.172 -3.703
Br -2.805 -1.091 -4.623
H -0.160 0.411 -4.768
H 0.926 -0.851 -3.978
H -1.152 -0.655 -2.689
H -1.124 -2.216 -3.506
Br 5.694 -0.944 0.514
C 5.131 -2.754 0.856
C 5.879 -3.868 0.193
Br 5.589 -5.643 0.978
H 4.064 -2.714 0.527
H 5.155 -2.926 1.930
H 6.938 -3.756 0.302
H 5.643 -3.857 -0.853
Br 1.910 -4.747 -6.539
C 2.840 -4.532 -4.841
C 2.402 -3.258 -4.139
Br 3.096 -3.396 -2.317
H 3.927 -4.539 -5.058
H 2.548 -5.368 -4.222
H 1.337 -3.099 -3.914
H 2.743 -2.325 -4.529
Br -4.175 -0.720 -1.014
C -5.203 -1.007 0.629
C -4.210 -1.170 1.795
Br -5.318 -1.539 3.446
H -5.816 -1.899 0.616
H -5.818 -0.137 0.772
H -3.681 -0.278 2.070
H -3.466 -1.962 1.634
Br 0.861 8.019 2.987
C -0.492 6.804 2.357
C -0.017 6.265 1.051
Br -1.485 5.573 0.045
H -1.438 7.287 2.257
H -0.629 6.001 3.126
H 0.695 5.446 1.105
H 0.429 7.066 0.392

Entry 2:
72
Properties=species:S:1:pos:R:3 method="wB97M-V/def2-TZVPD" gap_ev=9.660 e_lumo_ev=0.4 molar_mass_da=451.56 smiles="NC(=O)OCCCCC(=O)O.CC(C)=O.CC(C)=O.CC(C)=O.CC(C)=O.CC(C)=O" spin_multiplicity=1
N 1.868 1.951 1.955
C 1.175 1.676 0.736
O 1.624 1.937 -0.332
O -0.076 1.170 0.806
C -0.558 0.393 1.916
C -0.291 -1.093 1.710
C 1.008 -1.641 2.322
C 2.179 -1.639 1.326
C 3.452 -2.292 1.818
O 4.165 -2.977 1.164
O 3.819 -1.951 3.098
H 2.143 1.114 2.458
H 1.296 2.520 2.572
H -0.118 0.767 2.848
H -1.629 0.598 1.949
H -0.290 -1.272 0.628
H -1.149 -1.657 2.092
H 1.263 -1.057 3.220
H 0.844 -2.673 2.656
H 1.891 -2.154 0.404
H 2.465 -0.616 1.046
H 3.065 -1.964 3.705
C -1.100 -0.579 -2.474
C -2.012 -1.665 -1.962
C -3.172 -2.020 -2.853
O -1.817 -2.223 -0.903
H -0.298 -0.379 -1.766
H -0.687 -0.877 -3.440
H -1.674 0.333 -2.651
H -2.785 -2.345 -3.820
H -3.794 -1.141 -3.025
H -3.762 -2.813 -2.398
C 0.267 3.539 -3.057
C -1.095 2.930 -2.839
C -1.674 3.067 -1.456
O -1.680 2.340 -3.722
H 0.588 3.376 -4.083
H 0.236 4.609 -2.844
H 0.979 3.089 -2.362
H -1.775 4.121 -1.190
H -0.999 2.609 -0.733
H -2.648 2.586 -1.395
C -5.200 5.079 1.978
C -4.938 4.119 0.842
C -5.886 4.188 -0.331
O -4.016 3.337 0.867
H -4.458 4.939 2.760
H -5.165 6.107 1.613
H -6.200 4.914 2.382
H -5.872 5.191 -0.764
H -6.907 3.995 0.001
H -5.599 3.459 -1.084
C 0.427 -1.199 -6.340
C -0.548 -2.347 -6.250
C -0.027 -3.710 -6.638
O -1.689 -2.182 -5.884
H -0.059 -0.274 -6.040
H 1.290 -1.390 -5.698
H 0.801 -1.105 -7.361
H 0.821 -3.978 -6.006
H 0.331 -3.692 -7.669
H -0.814 -4.452 -6.534
C 6.109 -1.785 6.279
C 4.919 -2.594 6.727
C 5.047 -4.094 6.625
O 3.905 -2.067 7.127
H 5.898 -0.725 6.397
H 6.995 -2.048 6.860
H 6.323 -2.001 5.231
H 5.892 -4.439 7.225
H 5.246 -4.379 5.590
H 4.133 -4.569 6.971

Entry 3:
97
Properties=species:S:1:pos:R:3 method="wB97M-V/def2-TZVPD" gap_ev=5.516 e_lumo_ev=1.9 molar_mass_da=957.73 e_above_lowest_kcal_mol=26.9 charge=-1 spin_multiplicity=1
Ti 0.267 -0.422 0.390
O 6.735 -5.070 -0.194
C 6.240 -4.072 0.589
O 6.774 -3.855 1.646
C 5.075 -3.320 0.070
C 4.358 -3.664 -1.076
C 3.242 -2.957 -1.472
C 2.764 -1.855 -0.726
C 3.511 -1.504 0.420
C 4.623 -2.219 0.800
N 1.587 -1.211 -1.039
C 0.960 -1.580 -2.237
C -0.385 -1.684 -2.188
C -1.262 -2.099 -3.261
C -2.521 -2.484 -2.973
C -2.983 -2.445 -1.613
C -2.191 -1.869 -0.676
N -0.952 -1.359 -0.943
H 6.227 -5.120 -1.011
H 4.620 -4.535 -1.672
H 2.682 -3.308 -2.325
H 3.173 -0.703 1.059
H 5.154 -1.949 1.703
H 1.531 -1.765 -3.138
H -0.865 -2.149 -4.268
H -3.182 -2.833 -3.758
H -3.963 -2.812 -1.344
H -2.520 -1.761 0.349
C -4.995 0.252 -2.260
C -5.561 -0.139 -1.056
C -4.844 0.049 0.108
C -3.575 0.641 0.053
N -3.052 1.047 -1.103
C -3.742 0.837 -2.222
C -2.809 0.824 1.324
C -3.533 1.435 2.355
C -2.991 1.608 3.617
C -1.714 1.132 3.860
C -0.997 0.528 2.834
C -1.489 0.372 1.525
H -5.505 0.109 -3.203
H -6.539 -0.605 -1.029
H -5.235 -0.281 1.061
H -3.265 1.169 -3.140
H -4.538 1.791 2.153
H -3.564 2.096 4.397
H -1.269 1.225 4.844
H -0.002 0.167 3.077
O 2.676 1.553 1.086
O 1.546 0.699 1.131
S -1.231 5.405 -2.907
C -0.808 3.881 -2.095
C -0.630 3.843 -0.723
C -0.308 2.635 -0.131
N -0.152 1.511 -0.829
C -0.303 1.554 -2.149
C -0.628 2.719 -2.826
C -2.997 5.349 -2.852
C -3.733 4.398 -2.161
C -5.118 4.481 -2.206
N -5.797 5.419 -2.862
C -5.071 6.329 -3.513
C -3.689 6.340 -3.545
H -0.741 4.736 -0.123
H -0.162 2.558 0.938
H -0.159 0.623 -2.682
H -0.744 2.714 -3.902
H -3.263 3.600 -1.603
H -5.709 3.738 -1.681
H -5.628 7.092 -4.047
H -3.160 7.104 -4.101
S 3.316 1.722 -0.428
C 2.655 3.286 -0.919
C 2.382 4.291 0.009
C 1.944 5.528 -0.429
C 1.803 5.784 -1.790
C 2.090 4.789 -2.710
C 2.501 3.534 -2.276
H 2.505 4.084 1.064
H 1.719 6.304 0.293
H 1.465 6.756 -2.128
H 1.967 4.977 -3.770
H 2.687 2.739 -2.989
Br 4.304 -7.494 1.047
C 3.344 -5.925 1.529
C 2.310 -5.494 0.715
C 1.638 -4.328 1.048
C 1.990 -3.615 2.187
C 3.024 -4.073 2.994
C 3.713 -5.231 2.669
C 1.333 -2.298 2.510
O 1.657 -1.651 3.484
O 0.464 -1.916 1.606
H 2.050 -6.048 -0.176
H 0.851 -3.948 0.410
H 3.301 -3.490 3.862
H 4.541 -5.573 3.275

Entry 4:
14
Properties=species:S:1:pos:R:3 method="wB97M-V/def2-TZVPD" gap_ev="8.528 / 8.526" e_lumo_ev="-5.2 / -5.2" molar_mass_da=119.17 e_above_lowest_kcal_mol=135.9 smiles="C=CSN[N+](C)=O" charge=+1 spin_multiplicity=1
C -3.010 -0.362 0.379
C -1.989 -0.716 -0.383
S -0.714 0.499 -0.138
N 0.697 -0.519 0.066
N 1.945 -0.229 0.091
C 2.192 1.241 0.066
O 2.741 -1.105 0.095
H -4.035 -0.869 0.204
H -2.949 0.472 1.095
H -1.791 -1.324 -1.179
H 0.376 -1.500 -0.097
H 1.935 1.567 1.008
H 1.469 1.515 -0.705
H 3.132 1.332 -0.502

Entry 5:
15
Properties=species:S:1:pos:R:3 method="wB97M-V/def2-TZVPD" gap_ev="6.451 / 7.036" e_lumo_ev="-0.2 / -2.3" molar_mass_da=172.17 spin_multiplicity=3
C -1.747 1.234 0.304
C 0.877 -0.099 -0.035
C -0.303 -0.686 0.083
C 0.365 2.414 0.154
N -0.868 2.219 0.159
N -1.481 -0.057 0.367
N -0.619 -2.128 -0.072
N 2.116 -0.453 -0.511
O 3.059 -0.201 0.223
O 2.196 -0.878 -1.696
S 1.790 2.981 0.037
H -2.884 1.455 0.537
H -2.167 -0.700 0.503
H -0.006 -2.413 -0.835
H -0.327 -2.689 0.783